C41H36I2IrN7O4SSe as an isolated structure at a distorted geometry. Source: OMol25; level of theory: ωB97M-V/def2-TZVPD.

The geometry in ORCA input format:
```
! RIJCOSX wB97M-V def2-TZVPD def2/J DEFGRID3
* xyz 1 2
Ir -0.08 0.34 -0.27
I 3.59 -2.51 -6.22
C 2.88 -1.95 -4.35
C 3.01 -2.81 -3.27
C 2.53 -2.44 -2.03
I 2.77 -3.76 -0.44
C 1.86 -1.21 -1.85
O 1.39 -0.92 -0.63
C 1.82 -0.31 -2.94
C 1.34 1.11 -2.83
N 1.19 1.54 -1.43
C 2.51 1.62 -0.73
C 2.30 1.60 0.76
C 3.25 2.09 1.64
C 2.96 2.09 3.00
C 1.74 1.60 3.43
C 0.85 1.10 2.50
N 1.13 1.11 1.20
C 2.33 -0.69 -4.17
H 3.49 -3.77 -3.39
H 2.07 1.77 -3.32
H 0.39 1.26 -3.33
H 0.77 2.47 -1.43
H 3.03 2.53 -1.04
H 3.11 0.77 -1.03
H 4.19 2.48 1.26
H 3.69 2.46 3.71
H 1.47 1.59 4.48
H -0.10 0.67 2.79
H 2.30 0.01 -5.00
C 1.68 5.16 -0.18
C 0.42 4.41 0.23
C -0.61 4.20 -0.85
C -0.76 5.15 -1.86
C -1.84 5.12 -2.72
C -2.83 4.16 -2.54
C -2.71 3.17 -1.57
C -3.90 2.27 -1.35
C -5.01 2.98 -0.56
C -1.54 3.15 -0.78
N -1.32 2.03 0.10
C -2.18 1.84 1.09
C -2.32 0.55 1.57
C -3.21 -0.09 2.47
C -3.04 -1.45 2.27
C -2.06 -1.61 1.27
N -1.65 -0.41 0.84
H 2.16 4.71 -1.06
H 1.48 6.20 -0.43
H 2.41 5.15 0.63
H -0.07 4.97 1.03
H 0.67 3.45 0.69
H -0.05 5.96 -1.94
H -1.94 5.86 -3.50
H -3.71 4.18 -3.16
H -3.63 1.34 -0.85
H -4.31 1.99 -2.32
H -4.66 3.29 0.43
H -5.87 2.33 -0.43
H -5.34 3.88 -1.08
H -2.78 2.67 1.44
H -3.90 0.40 3.14
H -3.54 -2.25 2.78
H -1.64 -2.53 0.92
Se -2.06 0.24 -3.12
N -1.10 -0.60 -1.84
C -1.16 -1.91 -2.07
C -0.59 -2.94 -1.26
C -0.76 -4.22 -1.65
C -1.49 -4.58 -2.84
C -2.05 -3.64 -3.62
C -1.92 -2.27 -3.25
N -2.45 -1.27 -3.93
H -0.05 -2.71 -0.35
H -0.34 -5.01 -1.03
H -1.58 -5.63 -3.09
H -2.61 -3.88 -4.52
O -1.08 -5.64 2.76
S 0.18 -5.07 2.35
O 1.00 -5.86 1.47
N -0.02 -3.58 1.74
C 0.62 -2.66 2.45
O 0.66 -1.45 2.16
C 1.29 -3.21 3.68
C 2.01 -2.53 4.65
C 2.55 -3.27 5.70
C 2.38 -4.65 5.77
C 1.66 -5.33 4.80
C 1.13 -4.58 3.76
H 2.15 -1.46 4.58
H 3.12 -2.76 6.47
H 2.80 -5.19 6.60
H 1.52 -6.40 4.84
*
```

F_max = 2.837 eV Å⁻¹
⟨S²⟩ = 0.77
relative energy (zero: lowest compared OMol25 entry of this formula, charge and spin) = 0.0 kJ/mol
HOMO energy (spin up / spin down) = -10.34 / -10.31 eV
LUMO (spin up / spin down) = -3.9 / -6.1 eV

The Löwdin scheme yields these atomic charges, measured in e:
1 Ir 1.4871
2 I 0.9743
3 C -0.7124
4 C -0.2040
5 C -0.5912
6 I 1.2205
7 C -0.3603
8 O -0.2332
9 C -0.1438
10 C -0.1385
11 N -0.1355
12 C -0.0844
13 C -0.2462
14 C 0.0030
15 C -0.0158
16 C -0.0122
17 C -0.0861
18 N -0.0451
19 C -0.0926
20 H 0.0885
21 H 0.1457
22 H 0.0708
23 H 0.0977
24 H 0.1327
25 H 0.1365
26 H 0.1292
27 H 0.1224
28 H 0.1226
29 H 0.1113
30 H 0.1150
31 C -0.0877
32 C -0.1880
33 C -0.1852
34 C -0.0270
35 C -0.0499
36 C -0.0341
37 C -0.2081
38 C -0.2573
39 C -0.0658
40 C -0.1880
41 N -0.0735
42 C -0.0762
43 C -0.3296
44 C -0.0010
45 C -0.0252
46 C -0.1000
47 N -0.0921
48 H 0.0713
49 H 0.0759
50 H 0.0774
51 H 0.1352
52 H 0.0721
53 H 0.1098
54 H 0.1136
55 H 0.1255
56 H 0.0784
57 H 0.0886
58 H 0.0675
59 H 0.0834
60 H 0.0805
61 H 0.1449
62 H 0.1142
63 H 0.1115
64 H 0.0784
65 Se 1.2664
66 N -0.3486
67 C -0.3072
68 C -0.0841
69 C -0.0221
70 C -0.0302
71 C -0.0035
72 C -0.3502
73 N -0.1921
74 H 0.0428
75 H 0.1082
76 H 0.1179
77 H 0.1224
78 O -0.2985
79 S 0.6010
80 O -0.3786
81 N -0.0920
82 C -0.5402
83 O -0.0377
84 C -0.1321
85 C -0.0100
86 C -0.0668
87 C -0.0643
88 C -0.0258
89 C -0.2126
90 H 0.1056
91 H 0.1042
92 H 0.1079
93 H 0.1242